(1)
Density functional theory data (ωB97M-V with the def2-TZVPD basis set) for a 5-piece molecular cluster, C2H13O5 overall.

XYZ file:
```
20
Properties=species:S:1:pos:R:3:forces:R:3:lowdin_charge:R:1
C -0.4596 -2.2733 0.2603 -2.9 -0.5 1.2 -0.366
O -0.7158 -2.1551 -1.1516 0.2 0.2 1.0 -0.104
C 0.9702 -2.1761 0.6677 1.2 -0.3 0.9 -0.126
H -0.9150 -3.2400 0.6528 0.6 0.6 -1.1 0.103
H -1.1289 -1.5516 0.8978 1.4 -0.6 -1.3 0.135
H 1.2418 -1.1426 0.4950 0.5 0.4 0.5 0.038
H 1.6886 -2.7708 0.0416 -0.9 0.1 0.6 0.082
H 1.0848 -2.4637 1.7922 -0.1 0.6 -2.0 0.103
H -1.8543 2.3772 -1.1004 -0.3 -0.2 0.2 0.019
H -0.3391 2.5187 -0.8722 -0.1 -0.3 -0.3 0.009
O -1.0545 2.5732 -1.5828 0.9 0.3 0.5 -0.119
H -0.1568 1.7106 1.8394 0.2 -0.3 -0.5 -0.027
H -0.8629 2.8398 2.4643 -0.2 0.7 0.1 -0.007
O -0.8544 1.8918 2.5144 0.2 -0.4 0.0 -0.124
H 0.7064 0.0786 -1.4684 0.1 0.8 -1.6 0.031
H 1.8313 1.9812 0.4886 -1.5 -0.5 -0.5 -0.080
O 0.9164 1.6729 0.2385 0.8 0.5 0.5 -0.481
H -0.5942 -1.2228 -1.4332 0.0 -0.6 0.0 0.050
H 0.0304 1.0901 -2.3113 -0.8 1.4 0.0 -0.037
O 0.4656 0.2621 -2.4328 0.8 -2.0 1.7 -0.100
```
Positions in Å, forces in eV/Å.

Summary:
Energy above the lowest of the compared OMol25 structures with the same formula, charge and spin = 19.9 kcal/mol
Charge = -1
Largest force on an atom = 3.22 eV/A
Frontier orbital gap = 8.4 eV
Energy = -12523.2667 eV



(2)
Density functional theory data (ωB97M-V with the def2-TZVPD basis set) for a 14-piece molecular cluster, C39H106O14 overall.

XYZ file:
```
159
Properties=species:S:1:pos:R:3:forces:R:3:lowdin_charge:R:1
C -2.3159 1.5563 -2.9702 0.4 2.6 -0.9 -0.057
C -0.7965 1.6341 -2.9540 1.1 -1.3 -0.5 -0.240
O -0.2826 0.3651 -3.5343 -0.9 1.4 0.3 -0.122
H -2.6496 0.8141 -2.2859 -0.5 -0.5 0.6 0.046
H -2.7244 1.3669 -3.9944 0.5 0.0 0.8 0.092
H -2.6689 2.6057 -2.6874 0.0 -1.5 -0.1 0.095
H -0.3203 1.7291 -1.9689 -0.7 -0.1 0.2 0.099
H -0.3491 2.4790 -3.4983 -0.5 -0.2 -0.3 0.104
H 0.5538 0.1545 -3.1228 0.7 -0.3 0.1 0.045
C -3.3654 -0.2046 2.7257 -0.1 -0.7 -0.8 -0.061
C -3.7627 -0.9207 1.4356 -1.0 1.1 0.0 -0.303
O -3.1083 -0.3001 0.3410 0.2 -0.9 -1.3 -0.140
H -3.7344 -0.8755 3.4799 -0.1 0.1 0.9 0.080
H -3.7815 0.7931 2.8326 -0.2 0.0 -0.1 0.074
H -2.2857 -0.1313 2.8054 0.1 -0.2 0.0 0.038
H -4.8711 -0.8435 1.2882 0.6 0.0 0.2 0.111
H -3.5410 -1.9806 1.5034 0.3 -0.3 0.0 0.107
H -3.2366 -0.8737 -0.4853 0.1 0.7 1.2 0.090
C -1.7356 0.5260 6.6150 -1.5 -0.4 -0.4 -0.075
C -0.9942 0.0105 5.4141 -0.3 1.2 -1.7 -0.376
O -1.1305 -1.3764 5.4138 1.5 -1.9 -1.2 -0.095
H -2.6449 -0.1479 6.5931 0.7 1.0 0.5 0.096
H -2.0649 1.5779 6.5241 0.3 -0.5 0.0 0.078
H -1.2172 0.3779 7.5585 0.1 -0.1 0.0 0.069
H 0.0275 0.3397 5.3085 0.8 0.0 0.6 0.098
H -1.4095 0.3766 4.4401 -0.2 0.2 0.9 0.080
H -0.5229 -1.7493 4.7046 -1.2 0.6 1.4 0.118
C -5.7765 -3.0973 -0.9709 -0.1 -0.2 1.5 -0.058
C -4.3828 -3.3842 -1.4753 0.1 -0.2 -0.7 -0.435
C -4.3635 -4.3422 -2.6908 -0.7 0.2 0.6 -0.043
O -3.7293 -2.1199 -1.7597 -0.6 -0.2 0.7 -0.081
H -5.7123 -2.6241 0.0161 0.1 0.5 -0.3 0.061
H -6.3965 -3.9571 -0.7109 0.4 -0.5 -0.5 0.083
H -6.3567 -2.4936 -1.6238 -0.3 0.7 -0.7 0.071
H -3.8359 -3.8447 -0.6324 0.0 0.0 -0.5 0.136
H -3.3558 -4.6204 -2.9074 0.8 0.1 -0.5 0.066
H -4.9049 -4.0013 -3.5978 0.4 0.2 0.6 0.089
H -4.8292 -5.2856 -2.4086 -0.2 0.0 0.2 0.075
H -3.3223 -2.0762 -2.6334 0.4 -0.3 -0.4 0.051
C -6.1027 2.5528 1.3195 0.9 0.0 0.3 -0.066
C -5.5625 2.0841 -0.0113 1.0 1.7 -1.0 -0.417
C -6.7061 1.5050 -0.7958 -0.6 0.2 -0.6 -0.072
O -5.0708 3.2788 -0.8386 -0.6 -1.4 1.1 -0.107
H -6.5880 1.7515 1.8102 -0.6 -1.3 0.4 0.061
H -6.8899 3.2755 1.2101 -0.1 0.8 -0.2 0.079
H -5.3438 2.8428 2.0484 0.1 0.6 -0.3 0.074
H -4.6427 1.4648 0.0856 -0.9 0.2 -0.1 0.113
H -7.4186 2.3676 -0.8853 0.3 -0.9 -0.3 0.096
H -7.2510 0.7004 -0.3032 0.1 0.0 0.3 0.078
H -6.4128 1.1254 -1.7823 0.0 0.3 0.1 0.086
H -5.8605 3.6354 -1.2732 0.3 -0.1 0.2 0.065
C 4.0198 -2.8692 1.0322 -0.4 -0.7 -0.2 -0.053
C 4.5979 -2.0432 2.1127 1.6 1.9 1.3 -0.426
C 5.5186 -2.8148 3.0324 1.1 0.2 1.0 -0.072
O 5.3912 -0.9113 1.4642 -1.4 -1.4 -0.4 -0.086
H 3.1105 -3.3881 1.3840 0.3 0.3 -0.2 0.092
H 4.7359 -3.6499 0.7740 0.0 0.1 -0.4 0.089
H 3.8031 -2.2464 0.1746 -0.2 -0.1 -0.2 0.048
H 3.8426 -1.5941 2.7744 -0.1 0.2 -0.5 0.129
H 6.3246 -3.3294 2.5234 -0.1 -0.3 -0.6 0.078
H 5.0555 -3.5273 3.7268 -0.4 0.1 -0.5 0.085
H 6.0795 -2.1373 3.6951 -0.4 0.2 -0.1 0.079
H 6.0169 -0.4442 2.0219 -0.2 -0.4 0.6 0.069
C 2.5986 5.8903 -2.7928 0.4 0.9 -2.1 -0.077
C 1.8190 5.6657 -1.5303 -0.2 1.1 1.0 -0.538
C 0.3404 5.5987 -1.8274 0.3 -0.3 -1.2 -0.050
O 2.3090 4.4900 -0.9536 -1.0 -0.9 1.5 -0.067
H 2.3947 6.9286 -3.2614 0.4 -1.6 0.9 0.106
H 2.2465 5.1470 -3.5625 0.3 0.6 0.6 0.087
H 3.7073 5.7290 -2.7215 -1.0 0.3 0.3 0.084
H 1.8977 6.4986 -0.7863 0.6 -0.2 -0.6 0.147
H 0.1669 4.6851 -2.3890 -0.2 -0.1 -0.4 0.073
H 0.0811 6.4729 -2.4241 -0.3 -0.1 -0.1 0.087
H -0.3075 5.5373 -0.9856 -0.3 0.2 1.0 0.047
H 1.6949 4.2860 -0.1888 1.1 0.0 -1.2 0.076
C 5.7346 2.4681 -1.5724 1.2 -1.2 -1.2 -0.058
C 4.4517 1.6203 -1.6175 0.0 0.2 -0.9 -0.388
C 3.6098 2.1150 -2.8026 -1.9 0.9 1.1 -0.051
O 4.6309 0.1158 -1.7229 0.5 2.7 0.8 -0.092
H 6.4607 2.0373 -0.8786 -0.2 0.3 0.5 0.066
H 5.5480 3.5503 -1.3659 0.0 -1.0 -0.1 0.096
H 6.2919 2.3228 -2.5375 -0.6 0.6 0.5 0.094
H 3.9773 1.8381 -0.6703 -0.6 -0.3 0.2 0.103
H 2.5036 1.9424 -2.6977 0.9 -0.1 0.4 0.078
H 3.8132 1.6790 -3.7483 0.9 -0.5 -0.8 0.071
H 3.6599 3.2279 -2.8850 0.3 -0.9 0.1 0.067
H 4.9827 -0.0964 -0.8405 -0.1 -0.4 -0.2 0.077
C 1.7582 0.0423 0.2350 -0.9 1.3 -2.4 -0.018
C 0.3227 -0.4393 0.3151 0.2 -1.0 -1.7 -0.476
C 0.2197 -1.9301 0.6943 -1.3 0.5 0.6 -0.018
O -0.4713 0.3310 1.1499 -0.8 1.3 1.2 -0.074
H 2.2497 -0.7034 -0.3664 0.6 -0.2 -0.1 0.050
H 2.2043 0.1593 1.1659 0.9 0.0 1.8 0.047
H 1.9139 1.0244 -0.3544 -0.6 -1.3 1.0 0.110
H -0.0900 -0.3270 -0.6968 0.1 -0.3 -0.1 0.128
H 0.7364 -2.1588 1.5963 0.6 0.2 1.2 0.055
H 0.5972 -2.6842 0.0319 0.1 0.0 -1.1 0.069
H -0.8479 -2.1374 0.9230 0.5 -0.1 -0.4 0.082
H -1.4284 0.2092 0.9284 0.7 -0.2 -0.2 0.063
C 4.5031 3.4333 3.1547 1.9 0.1 1.8 -0.078
C 3.2508 2.8448 2.6072 0.0 -0.6 -2.4 -0.479
C 2.3259 2.0096 3.4763 -0.1 0.1 1.0 -0.055
O 2.5969 3.9908 1.9813 -0.6 -1.6 0.4 -0.066
H 4.3317 4.1738 3.9420 -0.4 0.0 0.0 0.078
H 5.1210 3.9702 2.4034 -0.7 -0.5 0.1 0.090
H 5.1916 2.6942 3.6567 -0.8 0.3 -0.7 0.091
H 3.6218 2.1089 1.8454 -0.4 0.7 -0.2 0.119
H 2.8060 1.1784 4.0156 0.2 0.3 -0.3 0.086
H 1.3924 1.5972 3.0887 0.4 0.0 -1.1 0.061
H 1.9255 2.6713 4.2007 -0.2 0.8 1.3 0.062
H 1.7360 3.6526 1.6492 0.3 0.3 0.2 0.043
C 0.0510 -5.6932 3.0562 -1.3 0.0 -1.2 -0.067
C 0.6972 -5.7575 4.4249 1.1 0.9 -0.1 -0.508
C 1.4799 -7.0341 4.5688 1.9 0.7 1.3 -0.072
O 1.4369 -4.5377 4.6571 0.0 0.2 -1.0 -0.069
H -0.8616 -5.0431 3.1304 0.8 -0.5 -0.3 0.083
H -0.3009 -6.7433 2.7519 0.4 1.6 0.4 0.098
H 0.6759 -5.2852 2.2106 -0.3 -0.5 1.1 0.088
H -0.0759 -5.7744 5.1782 -0.5 -0.2 0.2 0.128
H 1.7299 -7.1552 5.6468 -0.2 -0.3 -0.6 0.088
H 2.4499 -7.1746 4.0128 -1.2 0.5 0.2 0.105
H 0.7536 -7.7257 4.2618 -0.5 -1.7 -0.1 0.047
H 1.8324 -4.4399 5.5280 -0.3 -0.6 0.1 0.083
C 1.8955 -3.1385 -3.6362 1.7 -2.2 -0.8 -0.055
C 2.8961 -2.2965 -2.8465 0.0 -1.5 -1.1 -0.505
C 4.2839 -2.3608 -3.5528 -1.2 -1.2 -1.2 -0.040
O 2.4619 -0.9697 -2.9424 0.6 0.8 0.7 -0.087
H 2.0609 -2.8864 -4.7021 -0.6 0.1 0.4 0.074
H 0.8634 -3.1242 -3.3400 -0.5 0.6 0.2 0.060
H 2.1786 -4.2517 -3.6209 -0.2 1.4 0.3 0.102
H 2.9438 -2.6295 -1.8111 0.0 0.0 0.3 0.108
H 3.9786 -1.9573 -4.5500 0.9 -0.2 0.5 0.093
H 4.7409 -3.3785 -3.7182 -0.7 0.8 0.4 0.094
H 5.0056 -1.7335 -3.0838 0.5 0.5 0.3 0.042
H 3.2567 -0.5308 -2.5495 -0.8 0.6 -0.2 0.038
C -2.3983 3.7752 0.5242 0.7 0.2 0.8 -0.037
C -1.0789 3.9255 1.3444 -1.3 0.7 0.1 -0.472
C -1.3276 3.5765 2.8214 -0.1 0.3 0.1 -0.041
O 0.0262 3.2568 0.8031 0.4 -1.8 -0.3 -0.093
H -2.7431 2.7268 0.5137 0.1 0.3 0.0 0.069
H -2.3058 4.1351 -0.5151 -0.1 -0.1 0.5 0.072
H -3.1151 4.3805 1.1162 0.0 -0.3 -0.8 0.086
H -0.7695 4.9841 1.3093 -0.3 -0.2 0.0 0.138
H -0.4938 3.9044 3.4116 0.7 0.1 0.3 0.062
H -1.4674 2.5179 3.0473 -0.1 -0.1 -0.4 0.065
H -2.1701 4.1395 3.2446 -0.1 -0.2 -0.4 0.083
H -0.1481 2.2710 0.8299 0.2 0.9 0.0 0.090
C -3.1383 -1.9920 -5.9730 1.7 2.0 0.9 -0.049
C -1.7117 -2.0946 -5.3544 -1.2 -1.2 0.2 -0.455
C -0.6514 -1.3147 -6.1081 -1.1 1.8 -0.2 -0.058
O -1.8287 -1.8223 -3.9293 0.0 -0.6 -0.8 -0.096
H -3.8430 -2.3680 -5.2597 -0.5 -0.1 0.4 0.046
H -3.1294 -2.6373 -6.8137 -0.4 -0.1 -1.3 0.059
H -3.3049 -0.8994 -6.1700 -0.4 -1.1 -0.2 0.096
H -1.5238 -3.1921 -5.5325 0.5 0.8 0.9 0.137
H 0.3570 -1.5167 -5.7920 0.3 -0.3 0.0 0.055
H -0.7970 -0.1955 -5.9986 0.0 -1.2 0.1 0.094
H -0.8097 -1.4975 -7.1801 0.4 -0.2 0.2 0.084
H -1.3907 -0.9883 -3.6814 0.4 0.1 -0.3 0.036
```
Positions in Å, forces in eV/Å.

Summary:
Energy above the lowest of the compared OMol25 structures with the same formula, charge and spin = 64.0 kcal/mol
Largest force on an atom = 2.87 eV/A
Frontier orbital gap = 9.8 eV
Energy = -70824.3099 eV